The following is a quantum chemistry calculation of a molecular structure, C30H45NO2P2Pb, from the Open Molecules 2025 dataset.

For the LUMO energy (spin up / spin down), the calculation gives -0.3644 / -0.3650 Eh. The HOMO energy (spin up / spin down) is -12.5 / -12.5 eV.

Geometry as ORCA input:
```
! RIJCOSX wB97M-V def2-TZVPD def2/J DEFGRID3
* xyz 2 1
P -1.13 -2.76 -1.98
P -1.46 2.43 -1.91
C -1.56 -0.63 -2.42
C -1.04 0.71 -2.93
H -1.82 -0.32 -1.36
H -2.47 -0.94 -3.06
H -0.08 0.79 -3.59
H -1.86 0.97 -3.68
C -2.88 3.03 -2.94
H -3.72 3.01 -2.22
H -3.10 2.38 -3.80
H -2.65 4.03 -3.28
C 0.02 3.33 -2.54
H -0.10 3.70 -3.57
H 0.96 2.76 -2.40
H 0.07 4.18 -1.86
C -2.13 -3.37 -3.40
H -2.57 -4.29 -2.98
H -1.52 -3.74 -4.24
H -2.91 -2.65 -3.72
C 0.53 -3.10 -2.71
H 0.94 -2.10 -2.93
H 0.33 -3.66 -3.64
H 1.25 -3.55 -2.00
Pb 1.79 -0.01 -2.29
C 1.03 1.97 -5.34
C -0.32 1.84 -5.32
C -1.17 0.79 -6.02
C -0.63 -0.68 -5.93
C 0.32 -1.07 -4.88
C 1.66 -0.87 -4.78
C 2.41 -0.22 -5.88
C 1.85 1.17 -6.32
C 1.01 -1.31 -0.03
H 1.46 2.93 -5.02
H -0.92 2.62 -4.81
H -1.35 1.07 -7.10
H -2.22 0.88 -5.61
H -1.52 -1.28 -5.73
H -0.24 -1.04 -6.90
H -0.11 -1.90 -4.29
H 2.36 -1.48 -4.15
H 2.38 -0.85 -6.81
H 3.47 -0.16 -5.55
H 2.64 1.78 -6.75
H 1.13 1.01 -7.15
H 1.40 -0.73 0.84
H 1.35 -2.37 0.16
H -0.09 -1.35 0.19
C 3.67 1.36 4.65
C 2.70 0.21 4.63
C 3.20 -1.07 4.53
C 2.35 -2.18 4.54
C 0.97 -1.98 4.48
C 0.45 -0.67 4.51
N -0.87 -0.52 4.17
C -1.60 0.65 3.89
C -2.62 1.00 4.77
C -3.34 2.17 4.57
C -3.26 2.89 3.33
C -2.32 2.49 2.37
C -1.48 1.41 2.71
C -0.51 0.99 1.61
O -1.14 0.64 0.55
O 0.74 1.11 1.83
C 1.32 0.40 4.79
C 0.77 1.76 5.02
H 3.48 2.17 3.93
H 3.72 1.85 5.63
H 4.70 1.01 4.47
H 4.28 -1.20 4.41
H 2.77 -3.19 4.55
H 0.27 -2.81 4.35
H -1.46 -1.34 4.11
H -2.85 0.35 5.63
H -4.11 2.49 5.28
H -3.83 3.80 3.09
H -2.24 2.90 1.33
H 0.46 2.25 4.06
H -0.13 1.67 5.64
H 1.49 2.39 5.55
*
```

---

The following is a quantum chemistry calculation of a molecular structure, C30H45NO3P2STi, from the Open Molecules 2025 dataset.

For the LUMO energy (spin up / spin down), the calculation gives -0.1266 / -0.1293 Eh. The HOMO energy (spin up / spin down) is -10.3 / -10.3 eV. The expectation value of S² is 0.795.

Geometry as ORCA input:
```
! RIJCOSX wB97M-V def2-TZVPD def2/J DEFGRID3
* xyz 1 2
Ti -0.62 0.27 0.95
C 1.02 0.69 3.48
C 0.35 1.63 2.63
C -1.23 0.23 3.64
C 0.05 -0.11 4.12
C -1.08 1.32 2.67
C 2.46 0.65 3.80
H 3.04 1.27 3.12
H 2.84 -0.38 3.73
H 2.66 1.01 4.83
C 0.34 -1.09 5.20
H 1.27 -1.63 4.98
H -0.46 -1.84 5.29
H 0.44 -0.60 6.18
C -2.51 -0.19 4.23
H -2.84 0.54 5.00
H -2.44 -1.18 4.71
H -3.30 -0.24 3.45
C -2.21 2.15 2.19
H -2.67 2.65 3.05
H -2.99 1.55 1.72
H -1.89 2.92 1.49
C 0.90 2.97 2.25
H 0.66 3.74 3.02
H 0.48 3.32 1.30
H 2.00 2.92 2.16
C 2.10 -0.75 -0.14
C 2.56 0.45 0.26
C 2.40 1.76 -0.46
C 1.08 2.19 -1.26
C -0.33 1.85 -0.90
C -0.92 0.61 -1.19
C -0.18 -0.62 -1.74
C 1.36 -0.93 -1.44
H 3.22 1.82 -1.22
H 1.32 1.82 -2.29
H 2.62 2.59 0.23
H 1.94 -0.36 -2.22
H 2.58 -1.67 0.28
H 3.15 0.49 1.20
H 1.48 -1.99 -1.74
H -0.77 -1.51 -1.46
H -2.02 0.50 -1.04
H -0.25 -0.60 -2.86
H 1.17 3.30 -1.36
H -0.99 2.65 -0.51
P 1.77 0.71 -3.93
C 2.73 -0.61 -4.73
C 2.64 2.11 -4.70
P -1.06 1.63 -4.17
C 0.29 0.60 -4.98
C -0.70 3.09 -5.29
C -2.27 1.10 -5.50
H 2.16 -1.55 -4.73
H 3.68 -0.70 -4.18
H 2.90 -0.25 -5.76
H 2.77 1.78 -5.75
H 3.62 2.19 -4.20
H 2.09 3.05 -4.64
H -1.86 1.31 -6.50
H -3.15 1.75 -5.37
H -2.54 0.03 -5.42
H 0.02 -0.48 -5.10
H 0.59 1.03 -5.98
H -1.64 3.67 -5.29
H -0.55 2.74 -6.33
H 0.14 3.72 -4.98
O -2.59 -0.92 1.09
C -1.89 -1.93 1.46
N -0.52 -1.76 1.39
S 0.41 -3.12 1.73
O 1.33 -2.79 2.80
O 0.93 -3.65 0.51
C -1.05 -3.94 2.30
C -1.10 -5.15 2.96
C -2.35 -5.61 3.41
C -3.52 -4.86 3.18
C -3.47 -3.65 2.51
C -2.22 -3.20 2.06
H -0.16 -5.68 3.11
H -2.40 -6.58 3.90
H -4.48 -5.24 3.54
H -4.33 -3.02 2.24
*
```

---

The following is a quantum chemistry calculation of a molecular structure, C30H46BrCoN3P2Se, from the Open Molecules 2025 dataset.

For the LUMO energy (spin up / spin down), the calculation gives -0.2416 / -0.2728 Eh. The HOMO energy (spin up / spin down) is -12.3 / -12.3 eV. The expectation value of S² is 3.796.

Geometry as ORCA input:
```
! RIJCOSX wB97M-V def2-TZVPD def2/J DEFGRID3
* xyz 2 4
C 2.59 -5.69 -0.34
C 3.37 -4.60 -0.79
C 4.51 -4.95 -1.57
C 4.93 -6.30 -1.62
N 4.22 -7.30 -1.09
C 3.08 -7.00 -0.45
C 2.97 -3.23 -0.58
C 2.19 -2.21 -0.06
C 1.60 -1.32 0.92
C 0.58 -0.36 0.66
C 0.38 0.75 1.48
C 0.91 0.82 2.80
C 1.64 -0.32 3.20
C 1.98 -1.33 2.29
Co 2.93 -1.81 -1.66
P -2.26 -0.13 -1.18
H 4.97 -4.22 -2.25
H 1.60 -5.51 0.06
H 5.88 -6.59 -2.10
H 2.55 -7.84 0.03
H 2.51 -2.20 2.68
H -0.13 -0.52 -0.14
H 1.88 -0.40 4.27
H -0.31 1.54 1.17
C -2.77 1.53 -0.54
C -2.79 2.72 -1.50
H -2.09 1.73 0.30
H -3.76 1.39 -0.09
H -3.05 3.62 -0.93
H -1.81 2.92 -1.96
H -3.53 2.62 -2.30
C -1.41 0.28 -2.76
C -1.02 -0.96 -3.57
H -0.51 0.88 -2.53
H -2.09 0.93 -3.34
H -0.77 -0.65 -4.59
H -0.12 -1.43 -3.15
H -1.82 -1.71 -3.60
C -3.85 -0.84 -1.84
C -4.65 0.03 -2.81
H -4.45 -1.13 -0.96
H -3.55 -1.78 -2.33
H -5.56 -0.51 -3.09
H -4.96 0.99 -2.37
H -4.10 0.24 -3.74
Br 0.67 2.28 3.93
P 2.99 2.59 -0.98
C 1.43 2.45 -1.91
C 1.02 3.82 -2.48
H 0.69 2.05 -1.21
H 1.62 1.73 -2.71
H 0.17 3.72 -3.16
H 0.72 4.52 -1.68
H 1.84 4.28 -3.03
C 2.31 3.35 0.57
C 3.34 3.96 1.50
H 1.72 2.58 1.08
H 1.61 4.13 0.23
H 2.86 4.26 2.44
H 4.14 3.25 1.72
H 3.77 4.86 1.04
C 3.76 1.03 -0.47
C 5.02 0.87 -1.34
H 2.99 0.24 -0.60
H 3.99 1.09 0.60
H 5.50 -0.10 -1.20
H 4.74 0.97 -2.40
H 5.75 1.66 -1.13
C -5.47 0.32 1.64
N -4.45 0.40 2.67
C -4.59 1.10 3.85
C -3.53 0.77 4.64
N -2.77 -0.15 3.94
C -1.67 -0.89 4.53
C -3.30 -0.35 2.68
Se -2.68 -1.46 1.36
H -5.33 1.10 0.88
H -6.44 0.47 2.10
H -5.44 -0.67 1.16
H -5.43 1.74 4.03
H -3.27 1.09 5.63
H -0.82 -0.22 4.73
H -2.00 -1.31 5.49
H -1.37 -1.69 3.85
*
```

---

Asked for energy above the lowest of the compared OMol25 structures with the same formula, charge and spin across the records above, the calculation gives 15.48, 108.23, 7.95 kcal/mol in order.